# 1
{"formula": "C2H4N2O2", "method": "ωB97M-V/def2-TZVPD", "max_force_ev_per_a": 4.8, "relative_energy_kcal_mol": 161.3, "total_energy_ev": -9208.2294, "e_homo_ev": -10.4, "elements": ["C", "C", "N", "N", "O", "O", "H", "H", "H", "H"], "xyz": [[-0.0655, -0.7088, -0.1036], [-0.4384, 0.6962, 0.2802], [-1.8867, -1.1577, 0.3112], [-2.4946, -0.1433, 0.0577], [-3.6718, 0.1246, -0.0001], [-1.6382, 1.0174, -0.3415], [-0.1744, -0.9325, -1.1504], [0.7033, -1.2234, 0.4119], [-0.3995, 0.7383, 1.3937], [0.1297, 1.4496, -0.0540]], "lowdin_charge": [0.087, -0.284, 0.173, -0.410, 0.048, -0.015, 0.090, 0.082, 0.141, 0.087]}

***

# 2
{"formula": "C19H32BBrN2O4P", "method": "ωB97M-V/def2-TZVPD", "max_force_ev_per_a": 1.2, "relative_energy_kcal_mol": 5.9, "total_energy_ev": -111396.3807, "charge": 1, "e_homo_ev": -11.9, "elements": ["N", "B", "O", "C", "C", "C", "C", "P", "O", "Br", "C", "C", "C", "C", "C", "C", "C", "N", "H", "H", "H", "H", "H", "H", "H", "H", "H", "H", "H", "H", "C", "C", "O", "C", "C", "H", "H", "H", "H", "H", "H", "H", "H", "H", "H", "C", "C", "O", "C", "C", "H", "H", "H", "H", "H", "H", "H", "H", "H", "H"], "xyz": [[2.8356, -3.2369, 2.2056], [1.9367, -4.0119, 1.3534], [2.1474, -5.3158, 1.0187], [0.6212, -3.3063, 0.7271], [-0.4973, -4.0457, 0.4349], [-1.5856, -3.4057, -0.1444], [-1.5439, -2.0504, -0.4248], [-3.0143, -1.3146, -1.3016], [-4.1388, -1.7751, -0.2162], [-3.3002, -2.8394, -2.9018], [-0.4093, -1.3072, -0.0763], [-0.2209, 0.1393, -0.2537], [1.0556, 0.6665, -0.4919], [1.2344, 2.0313, -0.6694], [0.1596, 2.9149, -0.6193], [-1.0992, 2.3944, -0.3622], [-1.2771, 1.0362, -0.1719], [0.6134, -1.9819, 0.4790], [3.4388, -2.7187, 1.5638], [2.2966, -2.5233, 2.6918], [2.9362, -5.3991, 0.4670], [-0.5455, -5.1020, 0.6328], [-2.4706, -3.9709, -0.3996], [-4.6506, -0.9980, 0.0461], [1.9323, 0.0341, -0.5486], [2.2221, 2.4297, -0.8453], [0.3173, 3.9685, -0.7757], [-1.9467, 3.0597, -0.3137], [-2.2760, 0.7054, 0.0512], [1.4597, -1.4867, 0.7328], [-6.2197, 3.1812, 2.8154], [-4.9468, 3.1665, 1.9882], [-5.0678, 2.4776, 0.7521], [-6.0384, 2.9840, -0.1544], [-5.7992, 4.4226, -0.5757], [-6.5560, 2.1634, 3.0178], [-6.0429, 3.6860, 3.7650], [-7.0314, 3.7036, 2.3088], [-4.1651, 2.6418, 2.5394], [-4.5823, 4.1858, 1.8218], [-7.0441, 2.8641, 0.2606], [-5.9842, 2.3376, -1.0310], [-5.8522, 5.1119, 0.2674], [-6.5508, 4.7287, -1.3029], [-4.8127, 4.5293, -1.0302], [6.5275, -2.2900, -2.3996], [5.5507, -1.1282, -2.3708], [4.7770, -1.0502, -1.1780], [5.5218, -0.9046, 0.0228], [6.4243, 0.3120, 0.0925], [6.0011, -3.2368, -2.2679], [7.0512, -2.3128, -3.3545], [7.2785, -2.2161, -1.6124], [4.8285, -1.2437, -3.1787], [6.0691, -0.1809, -2.5474], [6.1017, -1.8159, 0.2088], [4.7724, -0.8419, 0.8179], [7.2020, 0.2872, -0.6707], [6.9118, 0.3587, 1.0657], [5.8480, 1.2271, -0.0532]], "lowdin_charge": [0.172, -0.497, 0.180, -0.056, 0.034, -0.048, -0.295, 0.570, -0.338, 0.362, -0.133, -0.167, -0.017, -0.051, -0.041, -0.042, -0.057, 0.178, 0.071, 0.079, 0.131, 0.134, 0.096, 0.058, 0.106, 0.112, 0.114, 0.111, 0.068, 0.150, -0.074, -0.286, -0.190, -0.280, -0.074, 0.082, 0.081, 0.070, 0.114, 0.108, 0.110, 0.115, 0.069, 0.082, 0.077, -0.074, -0.273, -0.186, -0.296, -0.069, 0.080, 0.083, 0.069, 0.119, 0.111, 0.110, 0.100, 0.073, 0.084, 0.082]}

***

# 3
{"formula": "C23H30Cl5NO7ReSi3", "method": "ωB97M-V/def2-TZVPD", "s_squared": 0.7549, "max_force_ev_per_a": 1.8, "relative_energy_kcal_mol": 20.6, "total_energy_ev": -128540.0700, "e_homo_ev": [-8.2, -8.1], "spin_multiplicity": 2, "elements": ["Re", "O", "C", "C", "C", "N", "C", "C", "C", "O", "O", "C", "O", "O", "H", "H", "H", "Cl", "C", "C", "Cl", "C", "Cl", "C", "O", "C", "Cl", "C", "Cl", "C", "O", "Si", "C", "C", "C", "Si", "C", "C", "C", "Si", "C", "C", "C", "H", "H", "H", "H", "H", "H", "H", "H", "H", "H", "H", "H", "H", "H", "H", "H", "H", "H", "H", "H", "H", "H", "H", "H", "H", "H", "H"], "xyz": [[0.4266, 0.3405, -0.8897], [1.3628, 6.1157, 0.7945], [1.1701, 4.8260, 0.4723], [2.0078, 3.8013, 0.9124], [1.6959, 2.5189, 0.5604], [0.6118, 2.2313, -0.1608], [-0.1301, 3.2161, -0.6705], [0.0975, 4.5285, -0.3644], [-1.1110, 2.7015, -1.6670], [-1.8897, 3.4148, -2.2279], [-0.9671, 1.3790, -1.8700], [2.5081, 1.3064, 0.8810], [3.4833, 1.3563, 1.5718], [2.0163, 0.1962, 0.3057], [2.1510, 6.2135, 1.3391], [2.8955, 3.9752, 1.5107], [-0.5344, 5.2982, -0.7895], [4.9778, -2.8417, -5.3762], [4.0676, -1.7046, -4.4590], [2.9519, -2.1165, -3.7508], [2.4482, -3.7656, -3.7460], [2.2323, -1.1746, -3.0320], [0.7889, -1.6406, -2.1537], [2.5589, 0.1775, -2.9587], [1.8625, 1.0455, -2.2526], [3.6902, 0.5707, -3.6882], [4.1133, 2.2372, -3.6247], [4.4323, -0.3485, -4.4173], [5.8234, 0.1772, -5.2795], [-2.8709, -1.0319, -2.8667], [-1.9638, -0.9776, -1.7744], [-2.1248, -1.5878, -0.2303], [-2.0014, -3.4362, -0.4207], [-3.8766, -1.2704, 0.3015], [-0.7348, -0.6735, 0.6686], [-1.4623, 0.6220, 1.8392], [-2.4791, -0.1007, 3.2424], [-0.1952, 1.6700, 2.7520], [-2.5950, 1.7919, 0.8975], [0.2856, -1.8956, 1.7314], [-0.8126, -3.1365, 2.6206], [1.2915, -1.1376, 3.1076], [1.5043, -2.9442, 0.7687], [-3.9016, -0.8670, -2.5428], [-2.8130, -1.9973, -3.3770], [-2.6056, -0.2425, -3.5692], [-2.4906, -3.6975, -1.3699], [-2.5225, -3.9713, 0.3785], [-0.9720, -3.8057, -0.4657], [-4.5359, -1.6621, -0.4853], [-4.1066, -0.2105, 0.4341], [-4.1322, -1.8000, 1.2241], [-1.8519, -0.6584, 3.9467], [-3.2854, -0.7553, 2.9043], [-2.9351, 0.7331, 3.7978], [-0.3045, 1.5067, 3.8290], [-0.3626, 2.7373, 2.5561], [0.8415, 1.4388, 2.5073], [-3.5574, 1.8617, 1.4161], [-2.7952, 1.4628, -0.1288], [-2.1799, 2.8062, 0.8466], [-1.7288, -2.7050, 3.0370], [-0.2321, -3.5528, 3.4554], [-1.0971, -3.9705, 1.9772], [0.6698, -0.6720, 3.8808], [2.0395, -0.4122, 2.7767], [1.8310, -1.9724, 3.5746], [1.0620, -3.4990, -0.0645], [1.9214, -3.6795, 1.4693], [2.3380, -2.3429, 0.3848]], "lowdin_charge": [1.512, 0.106, -0.260, 0.100, -0.186, -0.006, -0.165, 0.113, -0.521, 0.150, -0.161, -0.527, 0.148, -0.185, 0.123, 0.147, 0.151, 0.686, -0.708, -0.692, 0.710, -0.494, 0.883, -0.446, -0.228, -0.605, 0.734, -0.683, 0.701, -0.111, -0.408, 0.296, -0.153, -0.147, -0.570, 0.395, -0.184, -0.158, -0.167, 0.384, -0.171, -0.168, -0.201, 0.080, 0.084, 0.087, 0.043, 0.036, 0.015, 0.042, 0.024, 0.037, 0.026, 0.014, 0.044, 0.045, 0.041, 0.005, 0.046, 0.026, 0.032, 0.023, 0.042, 0.015, 0.031, 0.019, 0.046, -0.004, 0.044, 0.024]}

***

# 4
{"formula": "C46H57BClLuN8O3S5", "method": "ωB97M-V/def2-TZVPD", "max_force_ev_per_a": 2.8, "relative_energy_kcal_mol": 21.3, "total_energy_ev": -167692.1333, "e_homo_ev": -6.5, "elements": ["Lu", "C", "C", "C", "C", "N", "N", "B", "N", "N", "C", "C", "C", "C", "C", "S", "C", "C", "C", "C", "N", "N", "C", "C", "C", "C", "C", "S", "C", "C", "C", "C", "C", "S", "C", "C", "C", "C", "H", "H", "H", "H", "H", "H", "H", "H", "H", "H", "H", "H", "H", "H", "H", "H", "H", "H", "H", "H", "H", "H", "H", "H", "H", "H", "H", "H", "H", "H", "H", "H", "H", "H", "H", "H", "H", "H", "H", "C", "C", "S", "C", "C", "S", "H", "H", "H", "H", "H", "H", "O", "C", "O", "C", "C", "C", "C", "C", "C", "C", "C", "C", "N", "H", "H", "H", "H", "H", "H", "O", "H", "H", "Cl", "C", "C", "C", "C", "N", "C", "H", "H", "H", "H"], "xyz": [[1.2647, 4.6160, 0.6944], [-5.3627, -0.4892, -0.3330], [-4.2046, -1.5145, -0.2540], [-4.3203, -2.8335, -0.5046], [-3.1966, -3.6927, -0.4542], [-2.0361, -3.2323, -0.2209], [-1.9238, -1.9182, 0.0505], [-0.4997, -1.6144, 0.4550], [0.1035, -2.7646, 1.2848], [0.6348, -3.9301, 0.9325], [1.0883, -4.6540, 1.9286], [1.0759, -4.1939, 3.2366], [0.7049, -2.9221, 3.5761], [0.6991, -2.4389, 5.0076], [0.2247, -2.2217, 2.4913], [-0.3894, -0.6328, 2.0951], [1.9074, -5.8719, 1.5596], [1.0437, -7.1124, 1.8445], [2.2286, -5.7764, 0.0385], [3.2365, -5.8793, 2.3372], [0.2140, -1.1105, -0.8099], [-0.6503, -0.7196, -1.8020], [-0.2575, -0.2216, -2.9366], [1.2084, -0.1958, -3.2110], [2.0551, -0.5631, -2.2355], [3.5611, -0.5579, -2.4470], [1.5787, -1.0496, -0.9742], [2.6571, -1.4103, 0.2439], [-1.2494, 0.1977, -3.9856], [-1.0732, 1.7208, -4.2315], [-0.9927, -0.5422, -5.3068], [-2.7438, -0.0111, -3.5759], [-2.8979, -1.0012, 0.0481], [-2.6148, 0.6451, 0.3259], [-3.3222, -5.2153, -0.7715], [-4.4486, -5.7679, 0.0767], [-3.6168, -5.2709, -2.2808], [-2.1179, -6.0350, -0.4513], [-6.2182, -1.0238, -0.7434], [-5.0547, 0.3737, -0.9242], [-5.6971, -0.1207, 0.6339], [-5.3168, -3.1914, -0.7040], [1.4311, -4.8134, 4.0467], [1.6268, -2.5752, 5.5320], [-0.0883, -3.0346, 5.4384], [0.4780, -1.3706, 5.1390], [0.2308, -7.0638, 1.0809], [0.6019, -7.0179, 2.7938], [1.7255, -8.0171, 1.7458], [1.3862, -5.7269, -0.6519], [2.8390, -6.6337, -0.2466], [2.8425, -4.8973, -0.2153], [3.0907, -5.9460, 3.4167], [3.8480, -4.9898, 2.1143], [3.8030, -6.7462, 2.1030], [1.4833, 0.1179, -4.1931], [3.9437, -0.1837, -3.4339], [3.8714, -1.5589, -2.2481], [4.0642, 0.0461, -1.6672], [-0.0677, 1.9121, -4.6487], [-1.2815, 2.3700, -3.3502], [-1.7469, 1.9905, -5.0632], [-0.0261, -0.3162, -5.8082], [-1.7073, -0.1097, -6.0566], [-1.1528, -1.6254, -5.2721], [-3.0472, 0.6634, -2.7739], [-2.9483, -1.1212, -3.2720], [-3.3896, 0.1683, -4.4406], [-5.3577, -5.2281, -0.1281], [-4.2569, -5.6786, 1.1545], [-4.6227, -6.8005, -0.2175], [-4.4063, -4.5523, -2.5578], [-3.9860, -6.2640, -2.5634], [-2.7614, -5.0335, -2.8703], [-1.9807, -6.1467, 0.6164], [-1.2414, -5.4264, -0.7406], [-2.1229, -7.0410, -0.8513], [4.7426, 4.4763, 3.0236], [3.4510, 5.0410, 2.5206], [2.0463, 4.1023, 3.1045], [3.3746, 6.1551, 1.7697], [4.6778, 6.7602, 1.4021], [1.9792, 6.9848, 1.1328], [5.5873, 4.5827, 2.3576], [4.6613, 3.4403, 3.3481], [4.9817, 5.0502, 3.8730], [5.3586, 6.0397, 1.0531], [5.1598, 7.1841, 2.2355], [4.6128, 7.5525, 0.6449], [-1.2167, 6.5285, -2.0939], [-0.8331, 5.7557, -1.2257], [0.3244, 5.1262, -1.2561], [-1.6863, 5.4938, 0.0115], [-2.9685, 6.1108, 0.1126], [-3.7231, 5.8828, 1.1868], [-3.2341, 4.9626, 2.1485], [-3.9991, 4.5120, 3.2529], [-3.5483, 3.5883, 4.1369], [-2.2919, 2.9981, 3.9448], [-1.5048, 3.4263, 2.9648], [-1.9545, 4.4484, 2.0648], [-1.1376, 4.7658, 0.9813], [-3.2528, 6.7187, -0.7467], [-4.6684, 6.3243, 1.3134], [-4.9736, 4.8980, 3.3902], [-4.1864, 3.2840, 4.9364], [-1.8780, 2.3224, 4.6402], [-0.5546, 2.9852, 2.7900], [0.6636, 2.5710, -0.3354], [0.2290, 2.9493, -1.1580], [0.0916, 1.8024, -0.1454], [6.4652, 1.9309, -0.9958], [5.3010, 3.1568, -1.3269], [5.3843, 3.9687, -2.4487], [4.3786, 4.9054, -2.6865], [3.2963, 4.9177, -1.8602], [3.1759, 4.1059, -0.8245], [4.1740, 3.2760, -0.5027], [6.2746, 3.8683, -3.1091], [4.3503, 5.6304, -3.4961], [2.5018, 5.6110, -2.0536], [4.0126, 2.6021, 0.3109]], "lowdin_charge": [1.250, -0.060, -0.221, 0.038, -0.208, 0.196, -0.014, -0.939, -0.040, 0.209, -0.221, 0.062, -0.192, -0.006, -0.474, 0.970, -0.529, -0.022, -0.055, -0.039, 0.039, 0.149, -0.197, 0.068, -0.268, -0.091, -0.659, 0.733, -0.545, -0.040, -0.058, -0.052, -0.674, 0.657, -0.547, -0.052, -0.029, -0.074, 0.072, 0.051, 0.079, 0.118, 0.132, 0.083, 0.089, 0.090, 0.083, 0.058, 0.114, 0.070, 0.083, 0.081, 0.076, 0.104, 0.070, 0.105, 0.099, 0.049, 0.042, 0.084, 0.096, 0.089, 0.084, 0.094, 0.090, 0.055, 0.112, 0.076, 0.065, 0.101, 0.091, 0.086, 0.090, 0.078, 0.072, 0.076, 0.094, -0.152, -0.835, 0.443, -0.876, -0.151, 0.506, 0.061, 0.059, 0.067, 0.042, 0.068, 0.071, 0.066, -0.570, -0.251, -0.152, 0.016, 0.016, -0.144, -0.027, -0.060, -0.069, -0.036, -0.170, 0.067, 0.127, 0.111, 0.102, 0.101, 0.103, 0.057, -0.164, 0.075, 0.032, 0.700, -0.650, -0.070, -0.036, -0.143, -0.013, -0.124, 0.124, 0.119, 0.102, 0.115]}